Entry 1
# C35H50AsClO5PRuS3Si2

C35H50AsClO5PRuS3Si2 as an isolated structure (ωB97M-V/def2-TZVPD, the Open Molecules 2025 dataset).

```
99
Properties=species:S:1:pos:R:3:lowdin_charge:R:1
Ru 0.154 0.110 2.255 0.34
C -1.783 -1.675 4.267 -0.58
C -2.752 -1.259 3.194 -0.51
S -2.172 0.050 2.087 0.81
C -2.696 1.524 3.009 -0.49
C -2.023 1.657 4.357 -0.63
S -0.236 1.305 4.279 0.53
C 2.430 0.693 2.879 -0.17
C 2.431 -0.651 2.841 -0.15
S -0.098 -1.938 3.644 0.45
H -2.127 -2.583 4.763 0.06
H -1.644 -0.893 5.010 0.03
H -3.695 -0.920 3.628 0.10
H -2.976 -2.091 2.526 0.02
H -3.785 1.481 3.090 0.09
H -2.444 2.350 2.344 0.04
H -2.519 1.009 5.083 0.05
H -2.144 2.682 4.718 0.06
H 2.310 1.249 3.798 0.03
H 2.764 1.250 2.014 0.04
H 2.324 -1.229 3.746 0.03
H 2.680 -1.177 1.928 0.06
O 3.134 -0.164 -0.539 0.03
C 2.018 0.184 -0.178 -0.73
O 1.119 -0.593 0.306 -0.31
C 1.611 1.659 -0.308 -0.19
P 0.370 2.066 0.976 1.00
C 1.010 3.520 1.880 -0.37
C 0.099 4.295 2.598 -0.12
C 0.522 5.380 3.342 -0.07
C 1.871 5.706 3.392 -0.08
C 2.786 4.943 2.687 -0.07
C 2.356 3.857 1.934 -0.10
C -0.922 2.878 -0.050 -0.33
C -2.129 2.269 -0.370 -0.12
C -3.017 2.881 -1.249 -0.07
C -2.703 4.100 -1.823 -0.08
C -1.493 4.712 -1.519 -0.08
C -0.613 4.109 -0.639 -0.08
H 1.132 1.772 -1.280 0.07
H 2.479 2.316 -0.311 0.09
H -0.956 4.055 2.566 0.10
H -0.201 5.971 3.890 0.11
H 2.205 6.552 3.977 0.10
H 3.838 5.191 2.714 0.11
H 3.093 3.284 1.387 0.09
H -2.365 1.292 0.013 0.03
H -3.951 2.390 -1.486 0.11
H -3.394 4.575 -2.506 0.10
H -1.235 5.662 -1.970 0.11
H 0.327 4.596 -0.410 0.11
C -2.968 -4.297 0.213 -0.21
Si -1.824 -4.502 1.690 0.27
C -2.811 -4.728 3.276 -0.22
C -0.781 -6.058 1.516 -0.24
As -0.184 -2.753 1.543 0.82
Si 0.639 -3.459 -2.739 0.46
C 0.831 -3.048 -4.557 -0.14
C 2.189 -3.327 -1.727 -0.13
C -0.119 -5.153 -2.576 -0.15
H -3.930 -3.877 0.513 0.03
H -3.158 -5.260 -0.267 0.03
H -2.531 -3.626 -0.528 0.00
H -3.316 -5.694 3.206 0.03
H -3.576 -3.972 3.448 0.02
H -2.155 -4.767 4.147 0.03
H -1.416 -6.948 1.560 0.03
H -0.049 -6.123 2.322 0.03
H -0.234 -6.083 0.578 0.00
H 0.435 -2.073 -4.807 0.02
H 0.322 -3.792 -5.174 0.03
H 1.883 -3.048 -4.840 0.03
H 1.969 -2.927 -0.734 0.00
H 2.935 -2.671 -2.170 0.02
H 2.632 -4.321 -1.610 0.04
H -1.070 -5.216 -3.106 0.04
H -0.302 -5.388 -1.533 0.00
H 0.547 -5.918 -2.979 0.04
C 3.505 -0.225 -3.845 -0.01
C 2.615 0.946 -4.108 -0.18
C 3.106 2.092 -4.709 -0.06
C 2.281 3.181 -4.955 -0.67
Cl 2.947 4.605 -5.702 0.65
C 0.947 3.144 -4.619 -0.10
C 0.428 2.003 -4.015 -0.02
C 1.255 0.920 -3.748 -0.22
O 0.798 -0.217 -3.116 -0.05
C -0.569 -0.163 -2.766 -0.10
C -0.977 -1.260 -1.801 -0.49
O -1.743 -0.972 -0.908 0.05
O -0.554 -2.500 -2.012 -0.06
H 4.498 -0.044 -4.256 0.09
H 3.098 -1.122 -4.305 0.07
H 3.593 -0.406 -2.778 0.06
H 4.149 2.139 -4.989 0.11
H 0.307 3.991 -4.822 0.10
H -0.623 1.989 -3.761 0.10
H -1.195 -0.253 -3.666 0.16
H -0.812 0.777 -2.269 0.11
```

Calculated values
**Spin multiplicity**: 2
**⟨S²⟩**: 0.76
**Highest occupied orbital energy (alpha / beta)**: -6.9 / -7.1 eV



Entry 2
# C35H50AsClO5PRuS3Si2

C35H50AsClO5PRuS3Si2 as an isolated structure (ωB97M-V/def2-TZVPD, the Open Molecules 2025 dataset).

```
99
Properties=species:S:1:pos:R:3:lowdin_charge:R:1
Ru -0.223 -0.880 0.062 0.70
C -0.769 -0.483 3.767 -0.49
C 0.655 -0.938 4.078 -0.49
S 1.743 -0.746 2.644 0.82
C 2.552 -2.354 2.577 -0.54
C 1.642 -3.573 2.452 -0.50
S 0.501 -3.494 1.050 0.87
C -1.074 -3.947 1.801 -0.50
C -1.597 -3.014 2.886 -0.46
S -1.622 -1.271 2.378 0.93
H -0.774 0.575 3.503 0.05
H -1.408 -0.608 4.643 0.09
H 0.679 -1.975 4.408 0.06
H 1.032 -0.326 4.898 0.08
H 3.189 -2.477 3.455 0.08
H 3.196 -2.267 1.700 0.04
H 1.062 -3.723 3.363 0.06
H 2.269 -4.458 2.327 0.08
H -1.001 -4.964 2.189 0.09
H -1.765 -3.950 0.960 0.05
H -1.011 -3.091 3.801 0.06
H -2.624 -3.293 3.123 0.08
O -3.354 -2.761 -0.337 0.07
C -2.468 -2.179 -0.923 -0.70
O -1.188 -2.511 -0.921 -0.33
C -2.721 -0.949 -1.801 -0.20
P -1.063 -0.193 -1.944 0.98
C -1.230 1.612 -2.117 -0.35
C -2.455 2.213 -2.399 -0.07
C -2.562 3.594 -2.459 -0.07
C -1.444 4.390 -2.241 -0.08
C -0.219 3.799 -1.966 -0.06
C -0.115 2.415 -1.898 -0.12
C -0.498 -0.711 -3.592 -0.32
C 0.052 0.209 -4.484 -0.09
C 0.431 -0.192 -5.758 -0.09
C 0.269 -1.512 -6.149 -0.08
C -0.278 -2.433 -5.268 -0.07
C -0.659 -2.037 -3.994 -0.11
H -3.429 -0.277 -1.330 0.08
H -3.103 -1.273 -2.770 0.11
H -3.334 1.605 -2.571 0.11
H -3.521 4.050 -2.669 0.11
H -1.529 5.468 -2.289 0.10
H 0.658 4.411 -1.794 0.11
H 0.830 1.950 -1.653 0.03
H 0.176 1.243 -4.196 0.10
H 0.846 0.535 -6.445 0.11
H 0.566 -1.823 -7.143 0.11
H -0.408 -3.465 -5.567 0.11
H -1.084 -2.758 -3.308 0.10
C 2.722 2.530 0.572 -0.21
Si 3.374 1.312 -0.677 0.23
C 5.053 0.701 -0.139 -0.23
C 3.566 2.148 -2.354 -0.22
As 2.015 -0.574 -0.838 0.79
Si 3.058 -2.133 -2.214 0.22
C 4.647 -2.687 -1.400 -0.22
C 3.438 -1.424 -3.900 -0.20
C 1.969 -3.630 -2.373 -0.21
H 3.014 3.550 0.302 0.03
H 3.127 2.302 1.561 0.03
H 1.640 2.481 0.649 -0.01
H 5.671 1.558 0.151 0.04
H 5.572 0.171 -0.940 0.01
H 4.967 0.032 0.719 0.03
H 3.625 3.236 -2.251 0.03
H 2.736 1.913 -3.022 0.01
H 4.482 1.811 -2.847 0.02
H 5.239 -1.860 -1.009 -0.01
H 5.263 -3.232 -2.123 0.03
H 4.423 -3.360 -0.568 0.03
H 4.145 -0.592 -3.835 0.02
H 2.519 -1.048 -4.351 0.00
H 3.867 -2.180 -4.566 0.04
H 1.657 -4.000 -1.395 -0.02
H 2.495 -4.433 -2.899 0.04
H 1.066 -3.389 -2.931 0.00
C -2.276 3.333 5.525 -0.03
C -3.382 2.757 4.687 -0.20
C -4.660 2.587 5.198 -0.07
C -5.668 2.050 4.412 -0.67
Cl -7.265 1.863 5.086 0.64
C -5.422 1.659 3.112 -0.09
C -4.147 1.823 2.583 0.01
C -3.148 2.383 3.362 -0.23
O -1.860 2.577 2.919 -0.05
C -1.626 2.760 1.525 -0.06
C -1.278 1.427 0.887 -0.65
O -2.148 0.720 0.332 -0.14
O -0.071 1.031 0.970 -0.22
H -2.605 3.465 6.555 0.08
H -1.953 4.301 5.136 0.09
H -1.397 2.687 5.517 0.08
H -4.875 2.880 6.218 0.11
H -6.208 1.214 2.518 0.11
H -3.931 1.491 1.577 0.11
H -0.763 3.421 1.451 0.13
H -2.487 3.208 1.027 0.14
```

Calculated values
**Spin multiplicity**: 2
**⟨S²⟩**: 0.77
**Highest occupied orbital energy (alpha / beta)**: -6.7 / -6.5 eV



Result of the stability comparison: entry 2 is the least stable of them.



Entry 1
# C8H13N

C8H13N as an isolated structure (ωB97M-V/def2-TZVPD, the Open Molecules 2025 dataset).

```
22
Properties=species:S:1:pos:R:3:lowdin_charge:R:1
C -0.464 -2.133 0.404 -0.11
C 0.873 -1.196 0.288 -0.22
C 0.731 -0.408 -1.079 -0.33
C 0.969 0.217 0.713 -0.17
C -0.446 0.859 0.391 -0.49
C -1.369 0.590 1.555 -0.07
C -0.784 1.662 -0.892 -0.05
C -0.817 0.219 -0.846 -0.22
H -0.407 -3.143 1.261 0.15
H -1.501 -1.908 0.023 0.04
H -0.137 -2.628 -0.577 0.07
H 1.945 -1.605 0.168 0.17
H 0.691 -1.063 -2.149 0.18
H 1.658 1.642 -0.925 0.16
H 1.546 0.518 1.500 0.10
H -2.352 1.385 1.167 0.15
H -1.624 -0.636 1.528 0.10
H -0.816 1.023 2.715 0.15
H -1.585 2.500 -0.986 0.15
H 0.157 2.032 -1.195 0.05
H -1.709 -0.630 -0.818 0.17
N 1.710 0.522 -0.701 0.03
```

Calculated values
**Highest occupied orbital energy**: -8.8 eV



Entry 2
# C8H13N

C8H13N as an isolated structure (ωB97M-V/def2-TZVPD, the Open Molecules 2025 dataset).

```
22
Properties=species:S:1:pos:R:3:lowdin_charge:R:1
C -0.195 -2.679 -1.077 -0.07
C -0.230 -1.594 0.124 -0.24
C 0.681 -0.476 0.164 -0.28
C 0.736 0.718 1.281 -0.16
C 0.768 0.780 -0.751 -0.29
C -0.634 1.110 -0.549 -0.28
C -0.987 2.419 0.215 -0.08
C -0.858 1.050 0.976 -0.15
H -1.011 -3.481 -0.654 0.12
H 0.713 -3.231 -1.229 0.04
H -0.357 -2.384 -2.071 0.03
H -1.258 -1.336 0.378 0.09
H 0.071 -2.141 1.100 0.14
H 1.743 -0.874 0.046 0.15
H 1.233 0.837 2.168 0.10
H 2.441 1.269 0.598 0.18
H 1.173 1.175 -1.820 0.19
H -1.492 0.384 -0.955 0.18
H -1.965 3.054 0.141 0.11
H -0.187 3.254 0.167 0.11
H -1.769 0.538 1.450 0.15
N 1.385 1.607 0.299 -0.03
```

Calculated values
**Highest occupied orbital energy**: -9.0 eV



Result of the stability comparison: entry 1 is the least stable of them.



Entry 1
# C2H7N4S

An isolated ion of composition C2H7N4S and charge +1 (ωB97M-V/def2-TZVPD, the Open Molecules 2025 dataset).

```
14
Properties=species:S:1:pos:R:3:lowdin_charge:R:1
C 0.911 -1.235 -0.146 -0.18
C -0.384 -0.686 -0.227 -0.45
N -0.449 0.629 -0.461 0.03
N -1.547 -1.388 0.141 0.11
N -1.469 1.227 -0.084 0.13
N 2.022 1.193 0.219 -0.33
S 2.566 -0.355 -0.123 0.94
H 1.039 -2.367 -0.061 0.10
H -1.299 -2.241 0.555 0.08
H -2.322 -1.188 -0.545 0.15
H -1.540 2.314 -0.086 0.21
H -2.078 0.676 0.584 0.16
H 2.598 1.804 0.854 0.10
H 1.951 1.618 -0.620 -0.03
```

Calculated values
**Net charge**: +1
**Highest occupied orbital energy (alpha / beta)**: -12.9 / -12.9 eV



Entry 2
# C2H7N4S

An isolated ion of composition C2H7N4S and charge +1 (ωB97M-V/def2-TZVPD, the Open Molecules 2025 dataset).

```
14
Properties=species:S:1:pos:R:3:lowdin_charge:R:1
C 1.685 -0.142 0.083 -0.11
C -1.782 -1.774 0.169 -0.35
N 0.714 0.367 -0.301 0.09
N -0.411 0.970 -0.190 -0.40
N -0.384 2.361 0.225 0.03
N 2.845 -0.632 0.021 0.19
S -2.052 -0.192 0.009 1.04
H -2.013 -2.198 1.112 0.01
H -1.478 -2.416 -0.578 0.00
H -0.898 2.973 -0.452 0.10
H -0.834 2.354 1.212 0.12
H 3.368 -0.643 -0.861 0.16
H 3.218 -1.091 0.840 0.14
H -1.978 0.063 -1.291 -0.01
```

Calculated values
**Net charge**: +1
**Highest occupied orbital energy**: -12.9 eV



Result of the stability comparison: entry 2 is the least stable of them.